The following is a DFT calculation (wB97M-V/def2-TZVPD) of a molecular structure, C6H17N2O2 at a distorted geometry.

Its expectation value of S² is 2.0062. The HOMO energy (spin up / spin down) is -8.71 / -14.19 eV. Its total charge is +1. As for the spin multiplicity: 3. The calculation puts the orbital gap (spin up / spin down) at 6.220 / 8.205 eV.

Last column: Löwdin charge in e.
Geometry (Å):
O  -1.93  1.02  -0.47  -0.04
O  -1.36  -0.90  0.54  -0.09
N  1.77  -0.02  0.03  -0.20
N  -0.44  -0.27  -1.56  0.13
C  2.20  -1.40  0.45  0.04
C  -2.40  1.75  0.68  -0.04
C  -2.39  -1.82  0.01  0.00
C  0.75  0.92  0.56  0.01
C  -0.96  0.11  -0.23  -0.59
C  2.94  0.89  -0.26  0.01
H  2.50  -1.36  1.51  0.12
H  1.19  -0.04  -0.92  0.15
H  -2.42  2.76  0.60  0.05
H  -2.90  -1.35  -0.93  0.14
H  3.49  0.61  -1.18  0.12
H  1.24  -1.98  0.48  0.10
H  -1.98  1.37  1.64  0.10
H  3.58  0.72  0.49  0.06
H  2.68  1.93  -0.34  0.09
H  -1.99  -2.80  -0.22  0.09
H  0.67  1.06  1.70  0.15
H  0.64  1.81  0.07  0.07
H  -0.68  -1.18  -1.92  0.10
H  2.89  -1.88  -0.21  0.10
H  -3.50  1.40  0.98  0.14
H  -0.57  0.31  -2.37  0.11
H  -3.02  -1.68  0.85  0.09